Record 1
C38H40GeN3O4Y | ωB97M-V/def2-TZVPD

HOMO-LUMO gap ... 3.977 eV
Strongest force on any atom ... 0.17 eV Å⁻¹
HOMO energy ... 0.36 eV
Net charge ... -2
Molar mass ... 764.27 Da
Electronic energy ... -4052.6706 hartree

Positions of all 87 atoms, in Å:
Y (1.035, 1.107, -0.602)
O (1.658, -0.407, 0.870)
C (2.444, -1.504, 0.992)
C (2.631, -2.176, -0.412)
C (1.301, -2.552, -0.997)
C (0.775, -3.831, -0.816)
C (-0.483, -4.118, -1.312)
C (-1.181, -3.128, -1.982)
C (-0.589, -1.878, -2.134)
C (-1.320, -0.756, -2.809)
C (-1.994, 0.183, -1.751)
O (-1.067, 0.598, -0.857)
C (-2.617, 1.400, -2.466)
C (-2.540, 2.633, -1.819)
C (-3.060, 3.776, -2.407)
C (-3.661, 3.714, -3.659)
C (-3.726, 2.497, -4.321)
C (-3.205, 1.352, -3.729)
C (-3.105, -0.630, -1.050)
C (-2.921, -0.988, 0.280)
C (-3.853, -1.782, 0.936)
C (-4.986, -2.230, 0.272)
C (-5.183, -1.869, -1.055)
C (-4.249, -1.075, -1.707)
N (0.625, -1.603, -1.650)
C (3.821, -1.115, 1.569)
C (4.979, -1.874, 1.420)
C (6.182, -1.465, 1.983)
C (6.248, -0.281, 2.703)
C (5.102, 0.492, 2.842)
C (3.904, 0.082, 2.278)
C (1.783, -2.538, 1.934)
C (0.469, -2.323, 2.332)
C (-0.200, -3.258, 3.112)
C (0.437, -4.425, 3.511)
C (1.755, -4.641, 3.131)
C (2.419, -3.704, 2.351)
H (3.255, -3.070, -0.342)
H (3.119, -1.441, -1.055)
H (1.345, -4.571, -0.269)
H (-0.921, -5.099, -1.167)
H (-2.178, -3.302, -2.367)
H (-2.059, -1.167, -3.502)
H (-0.605, -0.151, -3.372)
H (-2.018, 2.688, -0.870)
H (-2.972, 4.723, -1.888)
H (-4.058, 4.610, -4.123)
H (-4.172, 2.436, -5.308)
H (-3.249, 0.419, -4.278)
H (-2.031, -0.627, 0.777)
H (-3.689, -2.052, 1.973)
H (-5.713, -2.850, 0.783)
H (-6.069, -2.204, -1.584)
H (-4.425, -0.795, -2.739)
H (4.964, -2.790, 0.842)
H (7.073, -2.067, 1.844)
H (7.187, 0.045, 3.134)
H (5.142, 1.434, 3.376)
H (3.016, 0.699, 2.342)
H (-0.008, -1.408, 2.007)
H (-1.227, -3.074, 3.404)
H (-0.085, -5.156, 4.118)
H (2.270, -5.543, 3.444)
H (3.450, -3.887, 2.070)
N (0.712, 2.478, -2.746)
N (1.916, 2.531, -3.464)
C (2.873, 1.513, -3.233)
O (3.741, 1.366, -4.097)
O (2.745, 0.894, -2.125)
H (-0.097, 2.297, -3.329)
H (0.564, 3.298, -2.151)
H (1.877, 2.853, -4.417)
C (-1.260, 1.963, 2.342)
Ge (-0.181, 3.548, 1.794)
C (0.658, 4.134, 3.528)
C (-1.601, 4.973, 1.601)
C (0.942, 3.195, 0.336)
H (-1.858, 2.183, 3.232)
H (-0.597, 1.122, 2.569)
H (-1.928, 1.656, 1.535)
H (-0.090, 4.324, 4.305)
H (1.239, 5.048, 3.371)
H (1.343, 3.358, 3.877)
H (-2.181, 5.114, 2.520)
H (-2.289, 4.703, 0.793)
H (-1.130, 5.924, 1.334)
H (1.630, 4.045, 0.192)

Forces on atoms 1 to 3 (eV/Å):
Y 0.1 0.0 0.0
O 0.0 0.0 0.0
C 0.0 0.0 0.0

=====

Record 2
C4H10N2 | ωB97M-V/def2-TZVPD

HOMO-LUMO gap ... 10.102 eV
Strongest force on any atom ... 4.46 eV Å⁻¹
HOMO energy ... -9.20 eV
Energy relative to the best compared isomer or geometry (same formula, charge and spin) ... 117.4 kJ/mol
Molar mass ... 86.14 Da
SMILES ... [H]/N=C(\N)C(C)C
Electronic energy ... -267.8806 hartree

Positions of all 16 atoms, in Å:
H (2.334, -0.541, 1.947)
N (2.015, -0.315, 1.006)
C (0.775, -0.429, 0.842)
N (-0.228, -0.822, 1.628)
C (0.254, 0.077, -0.711)
C (-0.904, -0.723, -1.174)
C (-0.028, 1.572, -0.623)
H (-0.114, -0.757, 2.629)
H (-1.243, -0.841, 1.148)
H (1.154, -0.129, -1.288)
H (-0.631, -1.759, -1.382)
H (-1.639, -0.887, -0.205)
H (-1.450, -0.289, -2.012)
H (-0.948, 1.766, -0.068)
H (-0.136, 1.998, -1.620)
H (0.790, 2.079, -0.118)

Forces on atoms 1 to 3 (eV/Å):
H -0.1 -0.1 0.1
N 0.9 0.2 0.6
C -1.0 1.3 -4.1

=====

Record 3
CH2BrN2 | ωB97M-V/def2-TZVPD

HOMO-LUMO gap ... 8.564 eV
Strongest force on any atom ... 6.10 eV Å⁻¹
HOMO energy ... -15.74 eV
Energy relative to the best compared isomer or geometry (same formula, charge and spin) ... 271.9 kJ/mol
Net charge ... +1
Molar mass ... 121.94 Da
SMILES ... BrN1C=[NH+]1
Electronic energy ... -2722.3248 hartree

Positions of all 6 atoms, in Å:
Br (1.698, 1.425, -0.450)
N (0.358, 0.256, -0.705)
C (-0.029, -0.752, -0.078)
N (-0.900, 0.154, 0.173)
H (-0.021, -1.785, -0.162)
H (-1.106, 0.701, 1.222)

Forces on atoms 1 to 3 (eV/Å):
Br 1.0 0.5 0.1
N 1.4 3.2 -2.0
C -1.3 -2.6 0.4

=====

Record 4
C33H32BrIN3OSiZn | ωB97M-V/def2-TZVPD

HOMO-LUMO gap ... 7.248 eV
Strongest force on any atom ... 0.51 eV Å⁻¹
HOMO energy ... -9.71 eV
Net charge ... +1
Molar mass ... 786.92 Da
Electronic energy ... -6456.4987 hartree

Positions of all 73 atoms, in Å:
Zn (-2.486, 0.365, -0.075)
Br (-1.258, 1.699, -7.439)
C (-0.803, 1.325, -5.648)
C (-1.644, 1.746, -4.627)
C (-1.323, 1.460, -3.311)
C (-0.154, 0.766, -3.024)
C (0.692, 0.359, -4.046)
C (0.365, 0.638, -5.366)
N (0.124, 0.401, -1.674)
C (1.157, 0.836, -1.161)
C (1.415, 1.439, 1.112)
C (2.375, 1.549, 2.097)
C (2.186, 2.593, 2.987)
C (1.103, 3.448, 2.824)
C (0.247, 3.243, 1.758)
N (0.409, 2.228, 0.902)
H (-2.547, 2.294, -4.859)
H (-1.960, 1.805, -2.508)
H (1.594, -0.195, -3.818)
H (1.016, 0.318, -6.167)
H (1.861, 1.586, -1.512)
H (3.212, 0.874, 2.164)
H (2.887, 2.744, 3.797)
H (0.937, 4.272, 3.503)
H (-0.594, 3.897, 1.568)
C (3.512, -3.383, 0.412)
C (3.206, -1.951, -0.069)
C (4.331, -1.011, 0.369)
C (3.127, -1.969, -1.602)
Si (1.512, -1.499, 0.615)
O (1.526, 0.359, 0.143)
C (1.293, -1.298, 2.445)
C (2.289, -1.560, 3.387)
C (2.044, -1.400, 4.743)
C (0.797, -0.972, 5.173)
C (-0.211, -0.720, 4.252)
C (0.032, -0.893, 2.899)
C (0.148, -2.550, -0.071)
C (0.002, -3.665, 0.775)
C (-0.898, -4.679, 0.487)
C (-1.690, -4.590, -0.646)
C (-1.564, -3.497, -1.490)
C (-0.653, -2.492, -1.212)
H (4.466, -3.704, -0.015)
H (2.753, -4.094, 0.083)
H (3.598, -3.455, 1.497)
H (5.274, -1.357, -0.064)
H (4.466, -0.995, 1.452)
H (4.174, 0.014, 0.027)
H (4.080, -2.320, -2.007)
H (2.954, -0.972, -2.017)
H (2.341, -2.633, -1.967)
H (3.271, -1.891, 3.071)
H (2.823, -1.611, 5.463)
H (0.604, -0.849, 6.231)
H (-1.189, -0.401, 4.588)
H (-0.768, -0.707, 2.189)
H (0.588, -3.747, 1.685)
H (-0.985, -5.527, 1.153)
H (-2.407, -5.369, -0.869)
H (-2.184, -3.423, -2.374)
H (-0.576, -1.661, -1.894)
I (-6.529, 3.830, -3.500)
C (-5.844, 3.691, -1.544)
C (-6.356, 4.499, -0.541)
C (-5.852, 4.354, 0.742)
C (-4.858, 3.415, 0.967)
N (-4.361, 2.643, 0.004)
C (-4.851, 2.777, -1.222)
H (-7.132, 5.222, -0.754)
H (-6.226, 4.961, 1.555)
H (-4.447, 3.270, 1.959)
H (-4.442, 2.120, -1.984)

Forces on atoms 1 to 3 (eV/Å):
Zn -0.2 -0.1 0.2
Br 0.0 0.0 0.0
C 0.0 0.0 0.1

=====

Record 5
CHClO3S | ωB97M-V/def2-TZVPD

HOMO-LUMO gap ... 10.157 eV
Strongest force on any atom ... 3.04 eV Å⁻¹
HOMO energy ... -10.68 eV
Energy relative to the best compared isomer or geometry (same formula, charge and spin) ... 64.0 kJ/mol
Molar mass ... 128.54 Da
Electronic energy ... -1122.7945 hartree

Positions of all 7 atoms, in Å:
C (-2.081, -0.475, -0.286)
O (-2.309, -0.753, 0.798)
O (0.150, 0.831, 0.179)
O (-1.850, -0.212, -1.368)
S (1.550, 0.845, -0.080)
Cl (2.489, -1.048, -0.324)
H (2.051, 0.812, 1.081)

Forces on atoms 1 to 3 (eV/Å):
C 0.0 -0.1 0.5
O -0.5 -0.5 1.9
O -2.1 -0.3 0.2

=====

Record 6
C35H38CoN6O2S2 | ωB97M-V/def2-TZVPD

HOMO-LUMO gap (alpha / beta) ... 2.252 / 6.616 eV
Strongest force on any atom ... 1.20 eV Å⁻¹
HOMO energy (alpha / beta) ... 2.10 / -2.29 eV
Net charge ... -2
Molar mass ... 697.80 Da
Multiplicity ... 2
Electronic energy ... -4014.6559 hartree

Positions of all 84 atoms, in Å:
Co (-0.569, 0.281, -0.890)
C (-1.192, 4.030, 0.737)
C (0.248, 3.726, 0.311)
C (0.837, 2.412, 0.827)
N (0.052, 1.189, 0.701)
C (-0.371, 0.573, 1.790)
C (-0.644, 1.195, 3.028)
C (-1.075, 0.652, 4.234)
C (-1.055, -0.657, 4.679)
C (-0.554, -1.737, 3.953)
C (-0.290, -1.833, 2.608)
C (-0.535, -0.889, 1.567)
N (-0.684, -1.209, 0.312)
C (-0.655, -2.618, -0.075)
C (-1.496, -2.936, -1.310)
C (-1.098, -2.086, -2.514)
N (-1.523, -0.734, -2.242)
C (-2.666, -0.280, -2.652)
C (-3.590, -0.986, -3.477)
C (-4.684, -0.515, -4.181)
C (-5.152, 0.779, -4.364)
C (-4.658, 1.917, -3.721)
C (-3.774, 2.024, -2.674)
C (-3.024, 1.005, -2.004)
N (-2.538, 1.111, -0.800)
C (-2.941, 2.254, 0.006)
C (-2.237, 3.592, -0.301)
H (-1.285, 5.110, 0.885)
H (-1.412, 3.568, 1.703)
H (0.915, 4.515, 0.674)
H (0.293, 3.755, -0.775)
H (1.117, 2.532, 1.876)
H (1.768, 2.232, 0.281)
H (-0.625, 2.275, 3.003)
H (-1.415, 1.389, 4.957)
H (-1.376, -0.844, 5.697)
H (-0.373, -2.645, 4.522)
H (0.155, -2.767, 2.287)
H (-1.024, -3.228, 0.750)
H (0.388, -2.903, -0.266)
H (-2.547, -2.737, -1.072)
H (-1.384, -4.000, -1.538)
H (-1.529, -2.488, -3.433)
H (-0.016, -2.089, -2.625)
H (-3.421, -2.050, -3.565)
H (-5.233, -1.284, -4.718)
H (-5.967, 0.919, -5.064)
H (-5.087, 2.859, -4.054)
H (-3.605, 3.023, -2.298)
H (-2.756, 1.978, 1.047)
H (-4.024, 2.387, -0.104)
H (-3.000, 4.373, -0.380)
H (-1.744, 3.511, -1.270)
O (0.073, 3.646, -3.159)
C (0.368, 2.492, -2.832)
O (-0.359, 1.791, -2.052)
C (1.634, 1.887, -3.363)
C (2.309, 2.596, -4.359)
C (3.493, 2.143, -4.908)
C (4.031, 0.947, -4.433)
C (3.383, 0.239, -3.445)
C (2.164, 0.680, -2.891)
S (1.505, -0.378, -1.670)
H (1.860, 3.525, -4.685)
H (3.996, 2.713, -5.680)
H (4.962, 0.567, -4.841)
H (3.806, -0.683, -3.061)
C (3.437, -1.864, 5.885)
C (3.195, -2.334, 4.493)
C (3.450, -3.592, 4.041)
C (3.281, -3.840, 2.656)
N (3.128, -2.883, 1.778)
C (2.960, -1.596, 2.224)
S (3.034, -0.252, 1.268)
N (2.732, -1.437, 3.591)
C (3.394, -5.234, 2.119)
H (3.891, -2.656, 6.482)
H (2.504, -1.555, 6.365)
H (4.102, -0.997, 5.878)
H (3.800, -4.358, 4.714)
H (2.691, -0.464, 3.869)
H (4.091, -5.827, 2.711)
H (3.724, -5.197, 1.083)
H (2.420, -5.729, 2.151)

Forces on atoms 1 to 3 (eV/Å):
Co 0.3 0.3 -1.1
C 0.0 0.1 -0.1
C -0.1 -0.1 0.1